3 unconnected molecules or ions with the total composition C2H11N3O2, computed with wB97M-V/def2-TZVPD.

Multiplicity: 1
Energy relative to the best compared isomer or geometry (same formula, charge and spin) (kcal per mole): 12.7
E_LUMO (eV): 0.48
Kohn-Sham gap (eV): 9.325
Structure (SMILES): [H]/N=C(\N)NC.O.O
E_HOMO (hartree): -0.325

Atoms and positions in Å:
C1 -0.0421 1.6372 -0.5774
N1 -0.3890 0.2224 -0.4644
C2 0.4979 -0.7877 -0.7002
N2 1.8183 -0.6374 -0.2016
N3 0.0849 -1.8259 -1.3201
H1 -0.6568 2.1986 0.1279
H2 -0.2637 1.9903 -1.5896
H3 0.9972 1.8055 -0.3438
H4 -1.3349 -0.0185 -0.7253
H5 1.9769 0.2544 0.2556
H6 2.0082 -1.3391 0.5026
H7 0.7442 -2.5953 -1.2724
H8 0.0018 2.1248 2.5131
H9 0.9979 1.4992 3.4891
O1 0.7705 1.5450 2.5498
H10 -2.1015 -2.0910 -1.4561
H11 -2.3450 -2.1569 0.0086
O2 -2.7648 -1.8255 -0.7957

Atoms 1-3, force components in eV/Å:
-0.76 -0.52 -0.06
0.20 0.74 0.14
0.26 -0.20 0.05

A gas-phase ion, C4H6ClN2O (charge +1), computed with wB97M-V/def2-TZVPD.

Multiplicity: 1
Energy relative to the best compared isomer or geometry (same formula, charge and spin) (kcal per mole): 40.0
E_LUMO (eV): -5.76
Kohn-Sham gap (eV): 9.644
Net charge: +1
Structure (SMILES): O[C@]1(Cl)CC=NC=[NH+]1
E_HOMO (hartree): -0.566

Atoms and positions in Å:
C1 0.1378 -1.5772 -0.0553
C2 -1.5319 -0.2148 0.7463
C3 1.0861 -0.4777 0.1959
C4 0.4351 0.8334 -0.2919
N1 -1.0342 -1.3788 0.3799
N2 -0.9743 0.8270 0.2685
O1 0.3842 1.0796 -1.5527
Cl1 1.0793 2.3051 0.6730
H1 0.2610 -2.4755 -0.6327
H2 -2.2668 -0.3586 1.5435
H3 1.1702 -0.3521 1.2894
H4 1.9901 -0.4913 -0.5069
H5 -1.5432 1.7043 0.0069
H6 0.8554 1.8960 -1.8863

Atoms 1-3, force components in eV/Å:
-0.79 0.19 0.02
0.07 -1.89 1.69
1.74 1.14 -1.70

C25H31N3O4 in the gas phase, computed with wB97M-V/def2-TZVPD.

Multiplicity: 1
Energy relative to the best compared isomer or geometry (same formula, charge and spin) (kcal per mole): 31.3
E_LUMO (eV): 0.33
Kohn-Sham gap (eV): 9.131
Structure (SMILES): COC(=O)c1cccc(C(=O)N2CCC[C@H](CCC(=O)N(C)CCc3ccccn3)C2)c1
E_HOMO (hartree): -0.323

Atoms and positions in Å:
C1 -7.6152 -2.2429 0.7107
H1 -8.1106 -1.4099 1.2026
H2 -7.7023 -3.1506 1.3112
H3 -8.0578 -2.4289 -0.2701
O1 -6.2523 -1.8707 0.5745
C2 -5.4537 -2.7843 0.0009
O2 -5.8524 -3.8528 -0.3922
C3 -4.0444 -2.3306 -0.0948
C4 -3.6428 -1.0849 0.3765
C5 -2.3135 -0.7015 0.2661
C6 -1.3853 -1.5732 -0.2936
C7 -1.7871 -2.8105 -0.7688
C8 -3.1124 -3.1898 -0.6733
H4 -3.4494 -4.1501 -1.0327
H5 -1.0623 -3.4789 -1.2079
H6 -0.3481 -1.2771 -0.3531
C9 -1.8328 0.5972 0.8396
O3 -1.0959 0.6033 1.8143
N1 -2.2597 1.7280 0.2438
C10 -2.9856 1.7982 -1.0024
H7 -3.3486 0.8083 -1.2793
C11 -2.0876 2.3635 -2.1058
C12 -1.5063 3.7087 -1.6765
H8 -0.8214 4.0780 -2.4412
H9 -2.3189 4.4335 -1.5786
C13 -0.7764 3.5937 -0.3325
C14 -1.7519 3.0065 0.6963
H10 -1.2628 2.8455 1.6575
H11 -2.5981 3.6877 0.8371
H12 -0.4940 4.5985 -0.0021
C15 0.4930 2.7436 -0.4461
C16 1.4751 2.9687 0.7082
C17 2.6939 2.0983 0.4498
O4 3.4426 2.3472 -0.4819
N2 2.8955 1.0320 1.2558
C18 2.0533 0.6616 2.3741
H13 2.3759 -0.3095 2.7418
H14 1.0025 0.5818 2.0945
H15 2.1495 1.3824 3.1907
C19 4.0215 0.1686 0.9683
H16 4.4817 -0.1536 1.9056
H17 4.7452 0.7533 0.3952
C20 3.5931 -1.0581 0.1453
C21 4.7805 -1.9285 -0.1337
N3 4.9382 -2.9888 0.6474
C22 5.9901 -3.7661 0.4575
C23 6.9463 -3.5328 -0.5172
C24 6.7864 -2.4230 -1.3338
C25 5.6873 -1.6059 -1.1407
H18 5.5254 -0.7327 -1.7540
H19 7.5075 -2.2008 -2.1076
H20 7.7884 -4.1969 -0.6346
H21 6.0638 -4.6171 1.1228
H22 3.1536 -0.7070 -0.7900
H23 2.8535 -1.6340 0.7029
H24 1.8070 4.0091 0.6976
H25 1.0072 2.7539 1.6636
H26 1.0107 2.9826 -1.3774
H27 0.2274 1.6849 -0.4755
H28 -1.2810 1.6584 -2.3108
H29 -2.6722 2.4808 -3.0193
H30 -3.8484 2.4601 -0.8587
H31 -4.3648 -0.4261 0.8339

Atoms 1-3, force components in eV/Å:
-0.35 -0.26 -0.05
0.04 -0.03 -0.02
-0.02 0.09 -0.05

2 unconnected molecules or ions with the total composition C3H2I3O2, computed with wB97M-V/def2-TZVPD.

Multiplicity: 1
Energy relative to the best compared isomer or geometry (same formula, charge and spin) (kcal per mole): 23.0
E_LUMO (eV): 2.57
Kohn-Sham gap (eV): 7.625
Net charge: -1
E_HOMO (hartree): -0.186

Atoms and positions in Å:
C1 1.7465 0.7866 2.0030
C2 0.5039 -1.3781 0.7708
C3 2.2749 -0.0004 0.7899
O1 0.7925 1.4953 1.6399
O2 2.2346 0.4812 3.1279
I1 -0.1306 -1.8604 -1.1866
I2 2.2841 1.0322 -1.0874
I3 4.0454 -1.1404 0.7794
H1 0.6912 -2.3098 1.2868
H2 -0.1152 -0.5293 1.3265

Atoms 1-3, force components in eV/Å:
0.27 -0.53 1.33
0.90 3.77 0.66
-1.85 -2.08 -1.23

A molecular structure, C15H23BN6SiZn, computed with wB97M-V/def2-TZVPD.

Multiplicity: 1
E_LUMO (eV): -0.70
Kohn-Sham gap (eV): 7.231
E_HOMO (hartree): -0.291

Atoms and positions in Å:
H1 1.3046 -0.3486 2.6951
N1 1.7515 -0.5807 0.6458
B1 2.6874 -1.1056 -1.5970
N2 2.7779 -1.1751 -0.0376
C1 3.6587 -1.7098 0.8368
Zn1 -0.1567 0.9643 -1.0956
H2 4.5349 -2.2283 0.4765
C2 3.1873 -1.4590 2.1279
H3 3.6378 -1.7329 3.0591
C3 1.9810 -0.7471 1.9528
H4 3.6305 -1.6652 -2.0616
C4 -1.1834 1.1423 -2.7994
H5 -2.1980 1.4617 -2.5316
H6 -1.2480 0.2326 -3.4001
H7 -0.7228 1.9311 -3.4082
N3 2.5997 0.3892 -2.0113
N4 1.3718 -1.8398 -1.9877
N5 1.5540 1.2633 -1.6578
N6 0.1394 -1.3183 -1.6395
C5 3.5380 1.0650 -2.6938
C6 1.2065 -2.9916 -2.6649
H8 4.3979 0.5372 -3.0927
H9 2.0693 -3.5215 -3.0267
C7 3.1671 2.4052 -2.7732
C8 -0.1590 -3.2568 -2.7431
C9 1.9353 2.4908 -2.1141
C10 -0.7905 -2.1780 -2.0901
H10 3.7111 3.2005 -3.2422
H11 -0.6254 -4.0914 -3.2165
H12 1.3231 3.3763 -1.9587
H13 -1.8528 -1.9983 -1.9792
H14 0.6432 1.1815 1.1230
C11 -2.8784 2.2021 3.9937
Si1 -2.9995 0.8832 2.6707
C12 -2.9806 -0.8064 3.4978
C13 -4.6242 0.9925 1.7571
C14 -1.5374 0.9938 1.5315
C15 -0.4380 1.0755 0.9100
H15 -3.8081 2.2462 4.5746
H16 -2.7054 3.1955 3.5623
H17 -2.0557 1.9979 4.6903
H18 -3.7505 -0.8859 4.2815
H19 -3.1761 -1.5996 2.7630
H20 -2.0060 -1.0110 3.9588
H21 -4.6360 1.8059 1.0228
H22 -4.8310 0.0555 1.2244
H23 -5.4446 1.1619 2.4672

Atoms 1-3, force components in eV/Å:
0.00 -0.07 -0.05
0.54 -0.22 0.16
-0.92 -0.41 0.98

C3H4INO2 in the gas phase, computed with wB97M-V/def2-TZVPD.

Multiplicity: 1
Energy relative to the best compared isomer or geometry (same formula, charge and spin) (kcal per mole): 130.2
E_LUMO (alpha / beta) (eV): -1.81 / -2.55
Kohn-Sham gap (alpha / beta) (eV): 4.546 / 3.178
E_HOMO (alpha / beta) (hartree): -0.234 / -0.211

Atoms and positions in Å:
C1 -0.4186 -1.3487 -0.0361
C2 1.7476 -0.5488 0.4540
C3 -2.3833 -0.0812 0.4086
N1 -1.7611 -1.2222 0.1757
O1 -0.0804 -2.3479 -0.6627
O2 0.3480 -0.3455 0.3050
I1 -4.3979 0.1350 -0.0066
H1 2.1447 0.3942 0.0212
H2 2.1048 -1.4969 0.0133
H3 -1.7446 0.8268 0.3172
H4 -2.2840 -1.9654 -0.0420

Atoms 1-3, force components in eV/Å:
2.38 -1.54 -1.99
0.10 0.78 -1.12
0.54 1.50 -0.70

What did the fifth record say?
A molecular structure, C15H23BN6SiZn, computed with wB97M-V/def2-TZVPD.

Multiplicity: 1
E_LUMO (eV): -0.70
Kohn-Sham gap (eV): 7.231
E_HOMO (hartree): -0.291

Atoms and positions in Å:
H1 1.3046 -0.3486 2.6951
N1 1.7515 -0.5807 0.6458
B1 2.6874 -1.1056 -1.5970
N2 2.7779 -1.1751 -0.0376
C1 3.6587 -1.7098 0.8368
Zn1 -0.1567 0.9643 -1.0956
H2 4.5349 -2.2283 0.4765
C2 3.1873 -1.4590 2.1279
H3 3.6378 -1.7329 3.0591
C3 1.9810 -0.7471 1.9528
H4 3.6305 -1.6652 -2.0616
C4 -1.1834 1.1423 -2.7994
H5 -2.1980 1.4617 -2.5316
H6 -1.2480 0.2326 -3.4001
H7 -0.7228 1.9311 -3.4082
N3 2.5997 0.3892 -2.0113
N4 1.3718 -1.8398 -1.9877
N5 1.5540 1.2633 -1.6578
N6 0.1394 -1.3183 -1.6395
C5 3.5380 1.0650 -2.6938
C6 1.2065 -2.9916 -2.6649
H8 4.3979 0.5372 -3.0927
H9 2.0693 -3.5215 -3.0267
C7 3.1671 2.4052 -2.7732
C8 -0.1590 -3.2568 -2.7431
C9 1.9353 2.4908 -2.1141
C10 -0.7905 -2.1780 -2.0901
H10 3.7111 3.2005 -3.2422
H11 -0.6254 -4.0914 -3.2165
H12 1.3231 3.3763 -1.9587
H13 -1.8528 -1.9983 -1.9792
H14 0.6432 1.1815 1.1230
C11 -2.8784 2.2021 3.9937
Si1 -2.9995 0.8832 2.6707
C12 -2.9806 -0.8064 3.4978
C13 -4.6242 0.9925 1.7571
C14 -1.5374 0.9938 1.5315
C15 -0.4380 1.0755 0.9100
H15 -3.8081 2.2462 4.5746
H16 -2.7054 3.1955 3.5623
H17 -2.0557 1.9979 4.6903
H18 -3.7505 -0.8859 4.2815
H19 -3.1761 -1.5996 2.7630
H20 -2.0060 -1.0110 3.9588
H21 -4.6360 1.8059 1.0228
H22 -4.8310 0.0555 1.2244
H23 -5.4446 1.1619 2.4672

Atoms 1-3, force components in eV/Å:
0.00 -0.07 -0.05
0.54 -0.22 0.16
-0.92 -0.41 0.98